Entry from the Open Molecules 2025 dataset: C44H37BeClO8S2 as an isolated structure (ωB97M-V/def2-TZVPD).

```
! wB97M-V def2-TZVPD RIJCOSX def2/J DEFGRID3
* xyz 0 1
Be 1.807 -1.304 -1.644
O 3.621 1.045 -3.325
Cl 2.984 -0.204 -3.235
O 3.166 -1.005 -4.380
O 1.531 -0.077 -2.897
O 3.401 -0.953 -1.995
C 2.990 7.378 2.375
C 2.738 6.205 1.468
C 1.989 6.345 0.302
C 1.749 5.260 -0.527
C 2.241 4.016 -0.168
C 3.010 3.854 0.972
C 3.255 4.952 1.782
S 1.985 2.581 -1.219
O 2.661 1.454 -0.523
C 0.200 2.416 -1.021
C -0.539 2.767 -2.175
C -1.898 2.698 -2.164
C -2.586 2.278 -0.999
C -4.001 2.211 -0.966
C -4.652 1.824 0.168
C -3.917 1.485 1.324
C -2.553 1.527 1.317
C -1.846 1.918 0.152
C -0.416 1.974 0.117
C 0.359 1.686 1.360
C 0.417 2.712 2.353
C -0.229 3.966 2.179
C -0.149 4.931 3.138
C 0.585 4.705 4.324
C 1.219 3.515 4.520
C 1.149 2.487 3.544
C 1.801 1.248 3.731
C 1.725 0.268 2.786
C 0.991 0.495 1.605
S 0.941 -0.929 0.488
O 1.583 -2.034 1.226
C -0.806 -1.219 0.436
C -1.498 -1.028 -0.744
C -2.859 -1.302 -0.776
C -3.516 -1.776 0.350
C -4.988 -2.075 0.319
C -2.785 -1.979 1.527
C -1.436 -1.699 1.579
H 2.568 8.295 1.965
H 4.059 7.534 2.526
H 2.543 7.210 3.357
H 1.596 7.319 0.034
H 1.175 5.387 -1.438
H 3.409 2.873 1.203
H 3.849 4.828 2.680
H -0.005 3.065 -3.069
H -2.469 2.957 -3.048
H -4.554 2.478 -1.858
H -5.734 1.780 0.187
H -4.440 1.181 2.222
H -1.998 1.255 2.206
H -0.778 4.159 1.267
H -0.644 5.882 2.987
H 0.644 5.482 5.076
H 1.786 3.332 5.425
H 2.364 1.082 4.642
H 2.211 -0.688 2.916
H -0.998 -0.684 -1.642
H -3.405 -1.160 -1.700
H -5.421 -1.821 -0.647
H -5.514 -1.507 1.089
H -5.174 -3.133 0.508
H -3.290 -2.359 2.408
H -0.862 -1.868 2.483
C 0.545 -9.099 -1.851
C 0.492 -7.599 -1.964
C 1.435 -6.904 -2.708
C 1.396 -5.519 -2.827
C 2.448 -4.799 -3.630
C 0.366 -4.825 -2.193
C -0.603 -5.498 -1.447
C -1.710 -4.747 -0.755
C -0.516 -6.879 -1.336
C 0.289 -3.334 -2.346
O -0.630 -2.780 -2.912
O 1.328 -2.701 -1.845
H 1.487 -9.491 -2.235
H -0.265 -9.565 -2.416
H 0.443 -9.418 -0.812
H 2.227 -7.452 -3.208
H 3.021 -5.505 -4.230
H 3.137 -4.262 -2.978
H 2.004 -4.064 -4.303
H -1.308 -4.056 -0.009
H -2.381 -5.438 -0.243
H -2.286 -4.156 -1.466
H -1.261 -7.406 -0.747
*
```

Calculated values
Energy above the lowest of the compared OMol25 structures with the same formula, charge and spin (kcal/mol): 27.5
Frontier orbital gap (eV): 8.04
E_tot (hartree): -3572.0186

Just the Löwdin charges please, in e? Sure, here they are:
1. Be 0.107
2. O -0.248
3. Cl 0.803
4. O -0.223
5. O -0.285
6. O -0.256
7. C -0.044
8. C -0.275
9. C -0.039
10. C -0.070
11. C -0.359
12. C -0.062
13. C -0.030
14. S 1.042
15. O -0.499
16. C -0.293
17. C -0.068
18. C -0.007
19. C -0.156
20. C -0.029
21. C -0.070
22. C -0.065
23. C -0.013
24. C -0.119
25. C -0.135
26. C -0.134
27. C -0.110
28. C -0.010
29. C -0.064
30. C -0.077
31. C -0.031
32. C -0.157
33. C -0.004
34. C -0.040
35. C -0.258
36. S 1.048
37. O -0.424
38. C -0.358
39. C -0.073
40. C -0.024
41. C -0.272
42. C -0.038
43. C -0.036
44. C -0.058
45. H 0.075
46. H 0.084
47. H 0.075
48. H 0.112
49. H 0.113
50. H 0.116
51. H 0.122
52. H 0.113
53. H 0.120
54. H 0.115
55. H 0.106
56. H 0.111
57. H 0.125
58. H 0.123
59. H 0.110
60. H 0.104
61. H 0.114
62. H 0.119
63. H 0.111
64. H 0.114
65. H 0.129
66. H 0.079
67. H 0.079
68. H 0.085
69. H 0.121
70. H 0.125
71. C -0.055
72. C -0.267
73. C -0.008
74. C -0.193
75. C -0.024
76. C -0.055
77. C -0.189
78. C -0.020
79. C -0.010
80. C -0.498
81. O 0.103
82. O -0.029
83. H 0.072
84. H 0.081
85. H 0.078
86. H 0.113
87. H 0.078
88. H 0.088
89. H 0.089
90. H 0.080
91. H 0.079
92. H 0.082
93. H 0.116